Entry from the OMol25 dataset: a molecular structure, C49H132F3MnN12O15S (ωB97M-V/def2-TZVPD).

LUMO (alpha / beta) (eV): -4.2 / -9.6

```
! wB97M-V def2-TZVPD RIJCOSX def2/J DEFGRID3
* xyz 2 7
Mn -0.981 -0.678 3.522
C 1.102 -0.396 -0.489
F 1.283 -1.748 -0.577
F 1.968 0.003 0.447
F 1.443 0.161 -1.703
S -0.607 0.167 0.185
O -1.636 -0.567 -0.546
O -0.621 -0.171 1.589
O -0.715 1.642 0.013
C 1.059 2.915 4.588
C 0.584 1.612 3.945
C 1.465 0.458 4.348
O 0.974 -0.776 3.822
C 1.979 -1.804 3.917
N -0.824 1.397 4.315
H 0.655 3.788 4.076
H 2.148 2.935 4.643
H 0.797 2.992 5.643
H 0.758 1.728 2.875
H 1.535 0.492 5.435
H 2.509 0.612 4.074
H 2.845 -1.580 3.293
H 1.536 -2.746 3.594
H 2.343 -1.936 4.936
H -1.399 2.223 4.246
H -0.869 1.385 5.324
C 1.240 -4.391 -2.482
C 1.135 -5.905 -2.786
C 0.053 -6.677 -2.101
O 0.135 -6.579 -0.757
C -0.811 -7.325 0.035
N 1.082 -6.141 -4.248
H 2.148 -4.010 -2.950
H 1.341 -4.240 -1.407
H 0.440 -3.779 -2.899
H 2.050 -6.312 -2.355
H 0.032 -7.697 -2.483
H -0.882 -6.199 -2.393
H -0.533 -7.235 1.085
H -0.899 -8.371 -0.261
H -1.745 -6.773 -0.064
H 1.677 -5.478 -4.723
H 1.511 -7.016 -4.512
C -5.142 0.667 4.076
C -3.941 -0.322 4.405
C -4.453 -1.661 4.686
O -3.342 -2.555 4.866
C -3.713 -3.650 5.709
N -3.088 -0.202 3.211
H -4.794 1.696 3.975
H -5.912 0.690 4.846
H -5.666 0.274 3.205
H -3.342 0.054 5.235
H -5.044 -2.124 3.896
H -5.092 -1.548 5.562
H -2.888 -4.362 5.707
H -4.566 -4.240 5.375
H -3.870 -3.346 6.744
H -2.942 0.760 2.941
H -3.705 -0.511 2.473
C -2.053 4.468 1.179
C -1.974 3.529 2.357
C -2.708 4.132 3.577
O -2.619 3.297 4.774
C -3.546 3.795 5.744
N -2.566 2.309 1.894
H -1.406 5.309 1.426
H -3.050 4.863 0.978
H -1.660 4.138 0.218
H -0.940 3.436 2.690
H -3.704 4.355 3.196
H -2.371 5.115 3.906
H -4.588 3.726 5.433
H -3.335 4.844 5.954
H -3.365 3.188 6.631
H -2.146 2.049 1.013
H -3.474 2.567 1.534
C -2.201 -3.499 -2.296
C -3.671 -3.670 -2.678
C -3.999 -4.961 -3.409
O -3.948 -6.091 -2.518
C -3.652 -7.308 -3.263
N -4.492 -3.591 -1.486
H -1.943 -4.235 -1.534
H -1.893 -2.572 -1.812
H -1.573 -3.652 -3.174
H -4.061 -2.896 -3.339
H -3.340 -5.029 -4.274
H -4.964 -4.856 -3.906
H -4.324 -7.281 -4.121
H -3.773 -8.219 -2.678
H -2.632 -7.180 -3.627
H -4.464 -4.474 -0.997
H -5.439 -3.462 -1.813
C 6.907 2.967 -1.404
C 5.690 3.876 -1.389
C 4.547 3.058 -1.941
O 3.426 3.898 -2.113
C 2.223 3.144 -2.245
N 5.462 4.082 -0.017
H 6.850 2.123 -0.717
H 7.807 3.506 -1.109
H 7.093 2.621 -2.420
H 5.727 4.792 -1.978
H 4.355 2.216 -1.276
H 4.882 2.622 -2.882
H 2.193 2.651 -3.217
H 1.439 3.899 -2.199
H 1.988 2.477 -1.416
H 4.506 4.407 -0.050
H 5.464 3.333 0.661
C 8.192 -0.907 -6.107
C 7.321 -0.687 -4.867
C 5.863 -0.438 -5.340
O 5.030 0.170 -4.338
C 3.688 0.296 -4.734
N 7.283 -1.938 -4.142
H 9.244 -1.119 -5.911
H 8.230 0.071 -6.586
H 7.855 -1.628 -6.852
H 7.700 0.144 -4.272
H 5.427 -1.380 -5.672
H 5.801 0.205 -6.218
H 3.514 0.908 -5.619
H 3.033 0.627 -3.928
H 3.289 -0.673 -5.032
H 6.447 -2.019 -3.581
H 7.137 -2.555 -4.929
C -3.353 5.316 -6.242
C -2.243 5.907 -5.361
C -1.577 4.769 -4.499
O -2.525 4.303 -3.566
C -2.158 3.282 -2.669
N -1.420 6.574 -6.303
H -3.787 6.086 -6.880
H -4.207 4.906 -5.703
H -3.111 4.483 -6.902
H -2.682 6.632 -4.676
H -0.720 5.214 -3.994
H -1.259 3.921 -5.105
H -1.691 2.459 -3.210
H -3.064 2.892 -2.206
H -1.464 3.693 -1.936
H -0.664 7.033 -5.816
H -0.934 5.932 -6.913
C 4.674 -2.502 -0.268
C 4.637 -1.331 -1.240
C 6.121 -0.869 -1.324
O 6.534 -0.243 -0.077
C 7.930 -0.225 0.210
N 4.167 -1.838 -2.553
H 5.239 -3.339 -0.678
H 3.697 -2.903 0.005
H 5.092 -2.165 0.681
H 4.051 -0.478 -0.899
H 6.271 -0.093 -2.075
H 6.717 -1.741 -1.596
H 8.426 -0.024 -0.740
H 8.172 -1.262 0.445
H 8.339 0.513 0.899
H 3.169 -1.685 -2.560
H 4.449 -1.102 -3.185
C -0.278 -3.967 1.238
C -1.574 -3.317 1.837
C -2.617 -4.463 1.940
O -2.206 -5.501 2.913
C -3.106 -6.562 3.093
N -1.090 -2.787 3.124
H 0.585 -3.301 1.240
H -0.428 -4.073 0.164
H 0.028 -4.943 1.613
H -1.848 -2.454 1.231
H -2.819 -4.998 1.012
H -3.504 -3.973 2.340
H -3.974 -6.341 3.714
H -2.486 -7.259 3.657
H -3.363 -6.941 2.104
H -1.887 -2.990 3.711
H -0.521 -3.502 3.555
C -4.671 0.387 -1.133
C -4.937 -0.075 0.338
C -6.424 -0.527 0.558
O -7.283 0.600 0.425
C -8.656 0.456 0.763
N -4.094 -1.265 0.555
H -3.635 0.678 -1.306
H -5.226 1.307 -1.310
H -4.913 -0.421 -1.824
H -4.645 0.597 1.145
H -6.574 -0.961 1.547
H -6.729 -1.280 -0.169
H -9.122 1.424 0.581
H -8.775 0.213 1.819
H -9.154 -0.332 0.198
H -4.451 -2.004 -0.034
H -3.231 -0.980 0.114
C 3.298 7.574 3.949
C 2.142 6.845 3.311
C 2.515 5.457 2.756
O 1.389 4.988 1.994
C 1.852 4.158 0.927
N 0.939 6.854 4.181
H 3.686 6.991 4.784
H 2.862 8.509 4.301
H 4.038 7.732 3.164
H 1.786 7.498 2.514
H 2.881 4.724 3.475
H 3.389 5.733 2.165
H 2.360 3.274 1.314
H 2.393 4.843 0.274
H 1.004 3.755 0.373
H 0.454 7.737 4.114
H 0.252 6.276 3.718
*
```

Atomic partial charges in e from the Mulliken method, atoms 1 to 4:
1 Mn 0.56
2 C -0.13
3 F 0.01
4 F -0.22

---

Entry from the OMol25 dataset: a molecular structure, C6H14FLuO3 (ωB97M-V/def2-TZVPD).

LUMO (alpha / beta) (eV): -4.7 / -6.0

```
! wB97M-V def2-TZVPD RIJCOSX def2/J DEFGRID3
* xyz 1 2
F -1.823 -2.997 -2.951
C -3.115 1.266 -0.048
O -1.861 0.641 -0.286
C -1.700 0.151 -1.622
C -0.534 -0.804 -1.613
O 0.616 -0.144 -0.822
C 1.626 -1.031 -0.371
C 2.428 -0.340 0.704
O 1.492 0.238 1.610
C 2.063 0.690 2.830
Lu -0.021 1.465 0.572
H -2.958 2.043 0.708
H -3.500 1.719 -0.973
H -3.828 0.521 0.330
H -1.504 1.003 -2.294
H -2.613 -0.386 -1.940
H -0.127 -0.890 -2.630
H -0.794 -1.682 -1.003
H 2.282 -1.337 -1.200
H 1.141 -1.925 0.053
H 3.076 0.448 0.288
H 3.060 -1.071 1.228
H 1.302 1.284 3.347
H 2.343 -0.174 3.448
H 2.950 1.311 2.634
*
```

Atomic partial charges in e from the Mulliken method, atoms 1 to 4:
1 F -0.86
2 C -0.67
3 O -0.19
4 C -0.61

---

Entry from the OMol25 dataset: 2 unconnected molecules or ions with the total composition C4H9NOS (ωB97M-V/def2-TZVPD).

LUMO (alpha / beta) (eV): -0.2 / 0.6

```
! wB97M-V def2-TZVPD RIJCOSX def2/J DEFGRID3
* xyz 0 1
C 1.365 -0.412 0.214
C 1.253 -0.575 -1.338
C 0.113 -0.750 -0.476
C -0.966 -1.796 -0.328
N -1.098 2.220 1.721
O -0.844 1.292 -0.761
S -0.388 2.367 0.129
H 2.055 -0.937 0.832
H 1.381 0.683 0.474
H 1.510 0.155 -2.075
H 1.553 -1.657 -1.707
H -1.121 -1.950 0.736
H -0.648 -2.647 -0.915
H -1.892 -1.417 -0.860
H -1.901 2.750 2.091
H -0.374 2.673 2.264
*
```

Atomic partial charges in e from the Mulliken method, atoms 1 to 4:
1 C -0.46
2 C -0.59
3 C 0.64
4 C -1.10

---

Entry from the OMol25 dataset: a molecular structure, C20H28NO3Sc (ωB97M-V/def2-TZVPD).

LUMO (eV): 0.3

```
! wB97M-V def2-TZVPD RIJCOSX def2/J DEFGRID3
* xyz 0 1
O -0.252 -0.157 -2.773
C 0.868 -0.278 -3.725
C 0.369 0.889 -4.565
H 0.791 -1.259 -4.186
H 1.830 -0.127 -3.224
C -0.845 0.886 -3.603
H -0.045 0.684 -5.532
H 1.009 1.791 -4.540
C -2.107 0.361 -4.254
H -1.977 -0.701 -4.523
H -2.336 0.923 -5.177
H -2.961 0.459 -3.563
C -0.976 2.244 -3.003
H 0.014 2.673 -2.819
H -1.552 2.261 -2.081
H -1.481 2.902 -3.727
Sc 0.234 -0.145 -0.193
C 1.067 1.664 1.099
C 2.140 0.714 1.018
C 2.540 0.613 -0.351
H 2.649 0.250 1.865
C 1.736 1.520 -1.110
C 0.792 2.134 -0.221
H 0.057 2.899 -0.480
H 0.615 2.061 2.011
H 3.367 0.013 -0.742
H 1.933 1.830 -2.135
C -1.553 -0.908 1.461
C -1.776 0.495 0.972
C -2.102 0.470 -0.386
H -1.703 1.364 1.609
C -2.044 -0.896 -0.845
C -1.712 -1.728 0.208
H -1.609 -2.815 0.181
H -2.083 -1.211 2.386
H -2.445 1.311 -0.967
H -2.331 -1.203 -1.857
O 0.497 -1.356 -6.136
C 0.048 -0.495 -7.222
C 0.460 -1.049 -8.597
H 0.524 0.510 -7.166
H -1.044 -0.349 -7.124
C 1.441 -2.166 -8.257
H 0.938 -0.223 -9.144
H -0.445 -1.364 -9.129
C 1.327 -2.357 -6.719
H 2.460 -1.858 -8.514
H 1.233 -3.115 -8.757
H 2.282 -2.312 -6.186
H 0.898 -3.335 -6.471
O 0.826 -0.715 4.170
C 0.405 -0.820 3.071
N 0.030 -0.978 1.912
*
```

Atomic partial charges in e from the Mulliken method, atoms 1 to 4:
1 O -0.16
2 C -0.21
3 C -0.60
4 H 0.18

---

Entry from the OMol25 dataset: 2 unconnected molecules or ions with the total composition C4H5N5O2S (ωB97M-V/def2-TZVPD).

SMILES: O=[N+]([O-])/N=c1/[nH]ccs1.N=C=N
LUMO (eV): 0.0

```
! wB97M-V def2-TZVPD RIJCOSX def2/J DEFGRID3
* xyz 0 1
C -0.171 -2.066 -0.288
C 0.952 -2.777 -0.273
C 1.480 -0.371 -0.020
C -0.350 2.747 0.040
N 0.165 -0.713 -0.035
N 0.286 3.637 -0.452
N -1.079 1.767 0.277
N 1.934 0.849 0.093
N 3.199 1.090 0.120
O 4.033 0.199 0.195
O 3.510 2.283 -0.139
S 2.378 -1.819 0.034
H -1.179 -2.279 -0.355
H 1.187 -3.888 -0.474
H 1.326 3.812 -0.480
H -1.455 1.404 1.141
H -0.596 0.009 -0.103
*
```

Atomic partial charges in e from the Mulliken method, atoms 1 to 4:
1 C -0.59
2 C -0.19
3 C 0.46
4 C 0.50

---

Entry from the OMol25 dataset: C20H22N2O6S in the gas phase (ωB97M-V/def2-TZVPD).

SMILES: CC(=O)N1C[C@H](C)Oc2ccc(S(=O)(=O)N[C@@H](CC(=O)O)c3ccccc3)cc21
LUMO (eV): 0.5

```
! wB97M-V def2-TZVPD RIJCOSX def2/J DEFGRID3
* xyz 0 1
C 4.956 2.030 1.459
C 3.623 1.517 0.961
O 2.590 2.082 1.267
N 3.653 0.418 0.154
C 2.482 -0.164 -0.388
C 1.415 0.602 -0.840
C 0.304 -0.017 -1.370
C 0.231 -1.388 -1.512
C 1.298 -2.157 -1.096
C 2.419 -1.560 -0.523
O 3.416 -2.396 -0.135
C 4.499 -1.809 0.564
C 5.680 -2.764 0.466
H 6.513 -2.398 1.059
H 5.993 -2.864 -0.570
H 5.385 -3.743 0.832
C 4.811 -0.431 -0.036
H 5.695 -0.013 0.436
H 4.997 -0.545 -1.110
H 4.208 -1.674 1.617
H 1.288 -3.232 -1.182
H -0.654 -1.829 -1.939
S -1.083 0.986 -1.853
O -0.921 2.312 -1.324
O -1.306 0.875 -3.266
N -2.382 0.182 -1.166
H -3.229 0.550 -1.577
C -2.486 -0.050 0.265
C -3.881 -0.541 0.569
C -4.973 0.301 0.390
C -6.254 -0.143 0.663
C -6.459 -1.434 1.121
C -5.377 -2.277 1.303
C -4.095 -1.833 1.027
H -3.251 -2.491 1.170
H -5.531 -3.285 1.660
H -7.459 -1.781 1.335
H -7.095 0.520 0.521
H -4.820 1.312 0.041
H -1.762 -0.840 0.507
C -2.123 1.172 1.133
C -0.639 1.161 1.446
O 0.001 0.144 1.577
O -0.132 2.367 1.575
H 0.851 2.331 1.628
H -2.363 2.110 0.636
H -2.665 1.118 2.080
H 1.424 1.676 -0.764
H 5.399 1.337 2.172
H 4.772 2.973 1.968
H 5.646 2.200 0.637
*
```

Atomic partial charges in e from the Mulliken method, atoms 1 to 4:
1 C -1.65
2 C 1.00
3 O -0.57
4 N 0.16

---

Entry from the OMol25 dataset: 2 unconnected molecules or ions with the total composition C7H14NOP (ωB97M-V/def2-TZVPD).

LUMO (alpha / beta) (eV): 1.1 / -0.8

```
! wB97M-V def2-TZVPD RIJCOSX def2/J DEFGRID3
* xyz 0 3
C 0.393 -3.128 -1.297
C 0.588 -1.883 -0.922
C 2.113 1.526 0.731
C 2.973 2.365 -0.106
C -2.319 0.452 -1.054
C -2.603 -0.152 1.542
C 0.747 -0.293 0.862
N 1.618 0.460 0.202
O 0.432 -1.511 0.367
P -1.788 1.112 0.539
H 0.735 -3.353 -2.285
H -0.226 -3.795 -0.768
H 1.235 -1.197 -1.440
H 2.015 1.682 1.805
H 2.534 3.413 -0.268
H 3.101 1.900 -1.106
H 3.964 2.680 0.397
H -3.408 0.357 -1.152
H -1.811 -0.533 -1.540
H -2.134 1.170 -1.927
H -2.574 0.001 2.789
H -2.205 -1.217 1.446
H -3.720 -0.124 1.416
H 0.340 0.068 1.768
*
```

Atomic partial charges in e from the Mulliken method, atoms 1 to 4:
1 C -0.82
2 C 0.05
3 C -0.11
4 C -0.90

---

Entry from the OMol25 dataset: 2 unconnected molecules or ions with the total composition C4H8FN2 (ωB97M-V/def2-TZVPD).

LUMO (alpha / beta) (eV): -6.7 / -4.4

```
! wB97M-V def2-TZVPD RIJCOSX def2/J DEFGRID3
* xyz 1 1
C 1.783 -0.422 -0.824
C -2.281 0.687 0.302
C -2.674 -0.339 -0.854
C -1.405 -0.395 -0.080
N 1.853 -1.710 -0.589
N 2.278 0.602 -0.188
F -0.849 -1.453 0.516
H -1.941 1.680 -0.160
H -2.847 0.696 1.334
H -3.488 -1.008 -0.615
H -2.645 0.094 -1.930
H 1.251 -2.262 -1.142
H 2.219 -2.316 0.167
H 2.063 1.511 -0.516
H 2.996 0.416 0.539
*
```

Atomic partial charges in e from the Mulliken method, atoms 1 to 4:
1 C 0.25
2 C -0.40
3 C -0.53
4 C 0.36

---

Entry from the OMol25 dataset: a molecular structure, C19H16Cl5N5O4SSn (ωB97M-V/def2-TZVPD).

LUMO (eV): -0.1

```
! wB97M-V def2-TZVPD RIJCOSX def2/J DEFGRID3
* xyz 0 1
Sn -1.025 -0.593 -0.698
Cl 3.402 -5.376 -4.357
C 2.637 -4.159 -3.409
C 1.260 -4.173 -3.229
Cl 0.297 -5.393 -3.968
C 0.656 -3.200 -2.442
Cl -1.070 -3.197 -2.215
C 1.390 -2.181 -1.811
O 0.883 -1.266 -1.010
C 2.778 -2.177 -2.035
Cl 3.689 -0.913 -1.300
C 3.392 -3.149 -2.810
Cl 5.098 -3.116 -3.029
C 0.872 0.307 1.789
N 1.392 0.278 3.147
C 0.279 0.519 4.073
N -0.775 -0.495 3.941
C -1.279 -0.461 2.576
N -0.192 -0.730 1.593
C 0.403 -2.058 1.902
N 0.920 -2.106 3.261
C 1.937 -1.057 3.410
C -0.179 -1.811 4.189
H 1.672 0.109 1.075
H 0.438 1.282 1.578
H -0.147 1.501 3.867
H 0.658 0.503 5.095
H -1.708 0.514 2.353
H -2.047 -1.228 2.455
H 1.205 -2.246 1.188
H -0.369 -2.820 1.778
H 2.753 -1.252 2.714
H 2.327 -1.088 4.428
H 0.204 -1.840 5.209
H -0.950 -2.576 4.081
O -2.007 2.218 0.838
C -1.518 2.404 -0.258
N -0.441 1.689 -0.754
S -0.300 1.886 -2.372
O 1.009 2.241 -2.813
O -0.892 0.667 -2.936
C -1.448 3.217 -2.504
C -1.797 3.973 -3.605
C -2.797 4.920 -3.425
C -3.409 5.092 -2.184
C -3.041 4.319 -1.091
C -2.044 3.381 -1.267
H -1.312 3.835 -4.561
H -3.106 5.530 -4.264
H -4.183 5.841 -2.073
H -3.512 4.435 -0.123
*
```

Atomic partial charges in e from the Mulliken method, atoms 1 to 4:
1 Sn 0.51
2 Cl -0.19
3 C 0.29
4 C -0.08

---

Entry from the OMol25 dataset: C4H8OS in the gas phase (ωB97M-V/def2-TZVPD).

SMILES: C[C@H]1COCS1
LUMO (eV): 1.0

```
! wB97M-V def2-TZVPD RIJCOSX def2/J DEFGRID3
* xyz 0 1
C 1.396 -1.241 -0.297
C 0.654 0.099 -0.397
C -0.851 -0.162 -0.655
C -1.080 1.377 1.046
H 2.436 -1.105 -0.035
H 0.995 -1.851 0.559
H 1.427 -1.811 -1.226
H 1.087 0.739 -1.198
H -1.114 -0.338 -1.711
H -1.211 -0.969 -0.012
H -1.568 0.736 1.819
H -1.379 2.447 1.210
O -1.501 1.021 -0.234
S 0.710 1.056 1.130
*
```

Atomic partial charges in e from the Mulliken method, atoms 1 to 4:
1 C -1.31
2 C 0.30
3 C -0.67
4 C -0.28

---

Number 1: largest force on an atom 4.1 eV/Å, molecular weight 1273.7 g/mol. Number 2: largest force on an atom 1.7 eV/Å, molecular weight 328.1 g/mol. Number 3: largest force on an atom 3.8 eV/Å, molecular weight 119.2 g/mol. Number 4: largest force on an atom 3.0 eV/Å, molecular weight 375.4 g/mol. Number 5: largest force on an atom 3.9 eV/Å, molecular weight 187.2 g/mol. Number 6: largest force on an atom 0.9 eV/Å, molecular weight 418.5 g/mol. Number 7: largest force on an atom 4.5 eV/Å, molecular weight 159.2 g/mol. Number 8: largest force on an atom 2.6 eV/Å, molecular weight 103.1 g/mol. Number 9: largest force on an atom 0.9 eV/Å, molecular weight 706.4 g/mol. Number 10: largest force on an atom 1.4 eV/Å, molecular weight 104.2 g/mol.